The following is a quantum chemistry calculation of one molecule with the formula C9H11FO at a distorted geometry, from OMol25.

Structure (ORCA input):
```
! RIJCOSX wB97M-V def2-TZVPD def2/J DEFGRID3
* xyz 0 1
C 1.653 2.255 -0.573
C 0.686 1.357 -0.786
C -0.185 0.681 0.235
F 0.065 0.992 1.520
C -1.566 1.143 -0.098
C -2.606 0.314 -0.171
C -2.508 -1.020 -0.144
C -1.335 -1.663 -0.033
C 0.008 -1.004 -0.062
O 0.798 -1.625 0.895
C 2.211 -1.401 0.818
H 2.203 2.779 -1.281
H 2.156 2.238 0.428
H 0.379 1.378 -1.853
H -1.645 2.189 -0.195
H -3.632 0.760 0.031
H -3.372 -1.653 -0.046
H -1.360 -2.721 -0.207
H 0.430 -1.060 -1.007
H 2.362 -0.608 1.645
H 2.491 -1.023 -0.186
H 2.765 -2.306 1.073
*
```

For the HOMO-LUMO gap, the calculation gives 0.3234 hartree. As for the energy above the lowest of the compared OMol25 structures with the same formula, charge and spin: 73.19 kcal/mol. The structure (SMILES) is C=C[C@@]1(F)C=CC=C[C@@H]1OC. The calculation puts the HOMO energy at -8.532 eV.